Entry 1:
Molecular formula: C25H61BIO18P4
Method: DFT, wB97M-V/def2-TZVPD

Properties
Kohn-Sham gap in eV: 5.66
Strongest force on any atom in hartree/bohr: 0.1813
Charge: -1

Last column: Löwdin charge in e.
Cartesian coordinates (Å):
O 4.8261 -3.8647 -2.0051  -0.077
C 3.9337 -3.5029 -2.8010  -0.849
O 4.1618 -2.7606 -3.7900  -0.067
B 2.4359 -3.9546 -2.8913  -0.582
I 0.8439 -2.5592 -2.4274  0.793
H 2.1167 -4.9545 -3.4430  -0.003
O -1.1987 -2.0069 -6.5286  -0.217
P -1.6216 -1.8348 -7.9419  0.570
O -2.3310 -3.2903 -8.2628  -0.196
C -3.1547 -3.9391 -7.3010  -0.287
C -4.6260 -3.6886 -7.5804  -0.085
O -0.1948 -2.0477 -8.6828  -0.211
C 1.0214 -1.6820 -8.0066  -0.286
C 1.6980 -2.8689 -7.3692  -0.066
O -2.1879 -1.1620 -9.3376  -0.187
C -3.5399 -0.7124 -9.4054  -0.288
C -3.9086 0.2206 -8.2697  -0.087
H -2.9109 -3.6321 -6.2833  0.108
H -2.9466 -5.0080 -7.3765  0.119
H -4.8749 -2.6343 -7.4313  0.060
H -5.2511 -4.2812 -6.9102  0.075
H -4.8754 -3.9464 -8.6112  0.075
H 0.8342 -0.9219 -7.2485  0.105
H 1.6664 -1.2339 -8.7656  0.112
H 1.0143 -3.3692 -6.6839  0.074
H 2.5830 -2.5483 -6.8174  0.086
H 1.9965 -3.6054 -8.1183  0.075
H -4.2118 -1.5739 -9.4485  0.100
H -3.6438 -0.1848 -10.3548  0.118
H -3.8476 -0.2902 -7.3019  0.068
H -4.9258 0.5934 -8.3934  0.080
H -3.2232 1.0686 -8.2332  0.084
O 4.8953 -2.6511 3.9261  -0.233
P 3.7127 -2.1634 3.1439  0.641
O 2.5653 -2.7061 4.2400  -0.218
C 2.7316 -2.5424 5.6388  -0.306
C 1.9605 -1.3371 6.1498  -0.088
O 3.6138 -3.3595 2.0465  -0.207
C 4.7833 -4.0195 1.5418  -0.269
C 4.9501 -5.3586 2.2317  -0.080
O 2.4396 -1.4846 2.3152  -0.194
C 1.8783 -0.2515 2.7514  -0.291
C 2.9162 0.8366 2.9313  -0.081
H 3.7830 -2.4554 5.9164  0.098
H 2.3437 -3.4483 6.1119  0.115
H 2.3828 -0.4099 5.7531  0.061
H 2.0006 -1.2872 7.2400  0.072
H 0.9155 -1.3849 5.8401  0.075
H 5.6705 -3.3985 1.6618  0.106
H 4.6426 -4.1773 0.4704  0.100
H 4.9863 -5.2459 3.3172  0.065
H 5.8642 -5.8538 1.8999  0.074
H 4.1004 -6.0061 2.0077  0.074
H 1.3042 -0.4117 3.6678  0.099
H 1.1653 0.0543 1.9838  0.115
H 3.6310 0.5776 3.7225  0.066
H 2.4343 1.7782 3.1986  0.075
H 3.4876 0.9792 2.0129  0.088
O 2.3234 5.1721 6.0720  -0.227
P 3.0833 6.3479 5.5731  0.558
O 3.0358 6.1825 3.9445  -0.189
C 1.8693 5.7300 3.2666  -0.286
C 1.0845 6.8944 2.6917  -0.080
O 4.6137 5.8694 5.8550  -0.210
C 4.9089 4.9063 6.8645  -0.293
C 5.1425 3.5564 6.2185  -0.073
O 3.6511 7.8871 5.5125  -0.181
C 2.7488 8.9634 5.2473  -0.280
C 1.5433 8.9597 6.1642  -0.085
H 1.2252 5.1297 3.9108  0.106
H 2.2101 5.0846 2.4551  0.120
H 0.6657 7.5121 3.4911  0.062
H 0.2596 6.5353 2.0749  0.079
H 1.7263 7.5314 2.0815  0.079
H 4.1176 4.8544 7.6120  0.102
H 5.8152 5.2360 7.3771  0.114
H 4.2891 3.2594 5.6088  0.068
H 5.3202 2.7864 6.9714  0.077
H 6.0066 3.5995 5.5539  0.078
H 2.4513 8.9423 4.1958  0.103
H 3.3136 9.8845 5.3956  0.120
H 0.9345 8.0601 6.0144  0.068
H 0.9146 9.8300 5.9758  0.082
H 1.8568 8.9698 7.2092  0.085
O -4.1043 -0.9884 1.4201  -0.229
P -4.4481 -1.0973 -0.0228  0.561
O -5.1426 -2.5842 -0.1443  -0.188
C -6.0132 -3.0817 0.8632  -0.290
C -7.4684 -2.8875 0.4760  -0.084
O -2.9919 -1.3823 -0.6744  -0.206
C -1.7887 -0.9539 -0.0220  -0.297
C -1.1224 -2.1217 0.6701  -0.097
O -4.9444 -0.6362 -1.5229  -0.180
C -6.2915 -0.2114 -1.7247  -0.285
C -6.7189 0.8723 -0.7559  -0.087
H -5.8203 -2.6193 1.8323  0.104
H -5.8026 -4.1481 0.9641  0.119
H -7.7235 -1.8246 0.4475  0.060
H -8.1271 -3.3737 1.1976  0.075
H -7.6655 -3.3031 -0.5133  0.077
H -1.9892 -0.1412 0.6773  0.100
H -1.1251 -0.5602 -0.7946  0.087
H -1.8002 -2.6082 1.3739  0.077
H -0.2324 -1.7979 1.2116  0.063
H -0.8279 -2.8754 -0.0594  0.002
H -6.9603 -1.0752 -1.6783  0.101
H -6.3453 0.1733 -2.7441  0.120
H -6.7086 0.5062 0.2774  0.066
H -7.7282 1.2161 -0.9843  0.080
H -6.0363 1.7218 -0.8066  0.084

=====

Entry 2:
Molecular formula: C35H33IrO3P2
Method: DFT, wB97M-V/def2-TZVPD

Properties
Kohn-Sham gap (alpha / beta) in eV: 5.74 / 5.16
Strongest force on any atom in hartree/bohr: 0.0251
Charge: +3
Spin multiplicity: 2

Last column: Löwdin charge in e.
Cartesian coordinates (Å):
Ir -0.1592 0.1303 0.2454  1.093
C 1.4927 2.8752 -0.8829  -0.324
C 1.9319 1.7291 -1.7651  -0.335
P 1.8589 0.1661 -0.8442  0.949
C 3.1507 0.0559 0.3794  -0.336
C 4.2819 -0.7252 0.1329  -0.049
C 5.3140 -0.7447 1.0607  -0.019
C 5.2167 -0.0006 2.2261  -0.009
C 4.0883 0.7743 2.4746  -0.029
C 3.0570 0.8060 1.5536  -0.086
C 1.9535 -1.2007 -1.9787  -0.361
C 2.0056 -2.5032 -1.4667  -0.103
C 2.1266 -3.5740 -2.3338  -0.039
C 2.1952 -3.3558 -3.7065  -0.020
C 2.1432 -2.0687 -4.2171  -0.031
C 2.0170 -0.9864 -3.3588  -0.056
P -0.0434 2.4216 -0.0128  0.899
C -1.4458 3.1809 -0.7937  -0.363
C -2.4195 3.8057 -0.0120  -0.061
C -3.5118 4.3953 -0.6316  -0.040
C -3.6315 4.3573 -2.0131  -0.031
C -2.6640 3.7278 -2.7925  -0.044
C -1.5726 3.1342 -2.1869  -0.084
C 0.0726 2.9241 1.6888  -0.416
C -0.5878 2.1523 2.6549  -0.121
C -0.4824 2.4822 3.9982  -0.041
C 0.2704 3.5868 4.3687  -0.020
C 0.9203 4.3610 3.4073  -0.024
C 0.8340 4.0297 2.0665  -0.064
H 1.3248 3.7813 -1.4669  0.118
H 2.2503 3.0965 -0.1283  0.091
H 2.9452 1.8676 -2.1477  0.126
H 1.2571 1.6323 -2.6180  0.080
H 4.3699 -1.3031 -0.7781  0.117
H 6.1968 -1.3392 0.8687  0.130
H 6.0245 -0.0216 2.9453  0.131
H 4.0163 1.3536 3.3853  0.125
H 2.1820 1.4216 1.7581  0.075
H 1.9773 -2.6719 -0.3979  0.108
H 2.1853 -4.5819 -1.9442  0.121
H 2.3020 -4.1957 -4.3805  0.129
H 2.2103 -1.9035 -5.2836  0.127
H 1.9963 0.0098 -3.7764  0.104
H -2.3169 3.8580 1.0644  0.110
H -4.2601 4.8992 -0.0349  0.124
H -4.4780 4.8325 -2.4914  0.126
H -2.7593 3.7142 -3.8697  0.123
H -0.8213 2.6527 -2.8021  0.103
H -1.2308 1.3154 2.3692  0.087
H -0.9960 1.8946 4.7467  0.123
H 0.3486 3.8550 5.4138  0.128
H 1.4926 5.2282 3.7078  0.128
H 1.3402 4.6404 1.3279  0.121
C -1.2254 -6.7086 1.6821  0.022
O -2.4310 -6.0884 1.1679  0.008
C -2.4092 -4.8356 0.8188  -0.253
C -3.6863 -4.3510 0.3474  0.168
C -3.8445 -3.0189 -0.0507  0.049
C -2.7961 -2.1306 -0.0081  -0.031
C -3.0405 -0.7589 -0.4799  -0.285
C -4.3970 -0.3309 -0.9353  0.041
O -2.1330 0.0937 -0.5513  -0.082
C -1.4765 -2.6349 0.4679  -0.257
O -0.4260 -1.8964 0.5451  -0.171
C -1.3346 -3.9807 0.8653  0.086
H -1.4996 -7.7336 1.8984  0.114
H -0.9112 -6.2011 2.5930  0.112
H -0.4457 -6.6781 0.9223  0.109
H -4.5158 -5.0472 0.3175  0.158
H -4.8200 -2.7075 -0.3952  0.135
H -4.7119 -0.9014 -1.8130  0.125
H -4.3635 0.7234 -1.1911  0.102
H -5.1388 -0.4967 -0.1503  0.121
H -0.3632 -4.2890 1.2214  0.135

=====

Entry 3:
Molecular formula: C4H8O3
Method: DFT, wB97M-V/def2-TZVPD

Properties
Kohn-Sham gap in eV: 10.03
Strongest force on any atom in hartree/bohr: 0.1191
Charge: 0
SMILES: O=C(O)CCCO
Energy above the lowest of the compared OMol25 structures with the same formula, charge and spin in kJ/mol: 326.6

Last column: Löwdin charge in e.
Cartesian coordinates (Å):
O -2.5716 1.2375 -1.3107  0.009
C -1.3855 0.8194 -1.0357  -0.396
O -0.3442 0.7872 -1.9215  0.046
C -0.8860 0.6043 0.4988  -0.066
C -0.0954 -0.7560 0.8477  -0.193
C 1.1262 -1.1871 0.0606  -0.073
O 1.4721 0.3325 -0.3700  -0.217
H 0.5745 0.8238 -1.5230  0.063
H -1.7985 0.6142 1.1903  0.131
H -0.3554 1.5482 0.6389  0.101
H -0.6394 -1.6607 1.0855  0.097
H 0.1709 -0.6300 1.9477  0.120
H 0.8876 -1.5406 -0.8739  0.069
H 2.0128 -1.8786 0.3145  0.147
H 1.8319 0.8857 0.4508  0.163

=====

Q: Which of these has the lowest charge?
A: C25H61BIO18P4